A 11-piece molecular cluster, C14H40F2N13O26S6 overall at a distorted geometry, computed with ωB97M-V/def2-TZVPD.

Last column: Mulliken charge in e.
Element x y z (Å)
N: -5.65168 5.49988 8.66740  -0.410
S: -2.08029 12.57944 11.06034  1.089
H: -9.56940 18.79446 4.37750  0.226
H: -11.06929 20.51358 11.87540  0.204
N: -9.62608 17.98007 12.80677  -0.388
H: -5.74733 15.25554 20.64119  0.171
H: -8.65995 10.44218 1.11521  0.291
O: -6.67469 3.92908 7.44865  -0.639
O: -12.79968 9.64591 7.15256  -0.348
C: -7.05187 10.83866 -0.25446  -0.320
H: -7.48979 11.44849 -1.04467  0.301
N: 0.88539 7.24625 8.13725  -0.404
O: -3.60336 22.34678 12.11663  -0.306
O: 3.92314 11.77067 21.12450  -0.534
H: -5.42669 14.66267 17.43856  0.228
S: -5.26771 10.97180 1.58079  1.048
C: -2.73137 7.15496 14.30432  0.617
C: -10.00296 18.80212 11.85468  0.667
O: -2.57689 6.32437 15.14432  -0.654
C: -2.41126 23.07449 12.09867  -0.349
H: -0.84417 21.75756 11.40820  0.289
H: 2.38525 11.22020 17.02213  0.277
N: -6.50251 6.01956 6.64699  -0.364
H: 1.48539 10.14989 17.68578  0.325
S: -4.13148 12.45787 10.10777  1.028
H: 0.14591 11.66132 18.87978  0.299
H: -6.14945 6.96507 6.68517  0.169
C: -7.79755 11.10127 1.01535  -0.242
C: -6.34898 5.08637 7.58401  0.630
O: -4.70155 9.64158 1.76059  -0.488
O: -12.86490 11.31607 8.83094  -0.303
N: -5.48933 14.29788 20.45032  -0.409
O: -4.29791 12.65668 8.67621  -0.556
O: 3.18696 10.81043 18.76293  -0.318
N: -3.47048 8.16435 14.34349  -0.369
O: -3.76913 19.82653 11.92307  -0.484
O: -14.03483 8.94638 9.29562  -0.517
H: -9.40986 18.13438 6.05131  0.158
H: -5.61231 13.63021 21.19812  0.234
H: -7.16521 9.82088 -0.62780  0.282
N: -5.64049 14.76404 18.42046  -0.321
H: -6.95850 5.77895 5.77851  0.198
H: -12.51993 10.91387 5.56904  0.310
S: 3.41040 12.08815 19.79696  1.091
H: -2.16350 8.04786 12.77412  0.161
H: -7.79788 15.43199 5.38820  0.243
O: -5.72684 11.27273 -0.02483  -0.322
C: -1.24403 22.16699 12.33588  -0.223
O: -9.99375 18.61116 10.70808  -0.602
N: -2.85025 11.43794 10.63353  -0.151
O: 1.84507 12.62859 19.84148  -0.325
H: -5.31984 4.73008 9.23079  0.224
O: -5.51355 12.61054 18.91405  -0.667
H: -9.14291 17.14333 12.51264  0.220
H: -5.84654 15.63443 18.88956  0.131
O: -2.12094 12.83502 12.51107  -0.642
H: -10.50596 19.90321 13.42204  0.133
C: -12.46408 11.90609 7.65106  -0.258
O: -4.00495 20.83619 14.22938  -0.507
O: -8.23318 17.04947 3.37922  -0.663
N: -2.02781 7.16073 13.23747  -0.395
N: -10.52816 19.85203 12.41358  -0.382
H: -2.27632 23.57904 11.14195  0.294
S: -3.45313 20.89595 12.89178  1.069
N: -9.18884 18.16120 5.06615  -0.377
H: -0.59585 9.06301 6.23216  0.209
H: 1.68222 6.63438 8.03345  0.233
H: -0.71828 8.98558 7.97951  0.176
O: -4.56855 13.58200 10.94119  -0.531
H: -3.63343 8.61873 13.45632  0.197
C: -8.60257 17.12050 4.53864  0.634
O: 4.16274 13.12026 19.10230  -0.536
H: -11.58606 12.41057 8.05439  0.255
S: -12.83560 9.68013 8.83158  1.066
H: -8.67075 16.50295 6.40265  0.143
O: -6.91581 10.89904 2.12587  -0.325
N: -8.44949 16.19985 5.46495  -0.363
H: -0.50566 22.78276 12.84944  0.283
H: 1.03225 13.00033 18.10384  0.263
H: -11.13703 10.60906 6.52886  0.254
H: -8.10325 12.14717 0.98833  0.261
H: -5.14954 6.37620 8.67327  0.193
O: -4.66297 12.21284 2.18722  -0.487
F: -0.67621 11.80691 11.03475  -0.338
C: -12.21472 10.75449 6.60322  -0.188
H: -9.72884 18.27458 13.76740  0.148
C: -5.55037 13.80611 19.24411  0.634
C: 2.02442 11.03128 18.03318  -0.319
H: -3.48897 8.63448 15.23721  0.205
N: -0.38351 8.60392 7.10637  -0.365
C: 1.13082 12.09075 18.69633  -0.222
H: -1.17430 6.63141 13.34441  0.241
H: 0.64213 7.65134 9.02990  0.203
H: -13.24488 12.62659 7.40745  0.227
C: 0.59920 7.79066 7.00846  0.635
O: -11.55980 9.24477 9.36812  -0.499
H: -2.46973 23.89961 12.80850  0.285
F: -5.26075 11.29124 10.49023  -0.318
O: 1.15519 7.56008 5.94617  -0.686
O: -1.78009 13.65863 10.14150  -0.585
O: -1.75933 21.07470 13.07208  -0.353

The electronic energy comes out at -158214.0232 eV. The orbital gap is 8.61 eV. As for the spin multiplicity: 1. For the highest occupied orbital energy, the calculation gives -7.19 eV. Its total charge is -1. For the LUMO energy, the calculation gives 1.421 eV.